Entry 1:
Computed, not measured: the ion C2H4NO2S with charge +1 at a distorted geometry, with the ωB97M-V functional and the def2-TZVPD basis.

```
10
Properties=species:S:1:pos:R:3:nbo_charge:R:1
C -1.99 1.20 1.11 0.4100
N -1.08 0.66 0.66 -0.4573
S 0.87 0.22 0.23 2.0838
C 0.66 -0.98 -1.09 -0.8560
O 1.51 1.40 -0.18 -0.7168
O 1.13 -0.45 1.74 -0.6946
H -2.83 1.70 1.57 0.3016
H 1.29 -0.73 -1.96 0.3135
H 0.87 -2.11 -0.91 0.3381
H -0.43 -0.91 -1.15 0.2778
```

Summary:
charge: +1
energy above the lowest of the compared OMol25 structures with the same formula, charge and spin: 2.098 eV
HOMO-LUMO gap: 9.87 eV
maximum force: 10.1 eV/Å
structure (SMILES): C#[N+]S(C)(=O)=O
HOMO level: -16.4 eV
LUMO: -0.2385 hartree

=====

Entry 2:
Computed, not measured: a cluster of 2 separate species, C2H4NO3 in total at a distorted geometry, with the ωB97M-V functional and the def2-TZVPD basis.

```
10
Properties=species:S:1:pos:R:3:nbo_charge:R:1
C -0.30 -0.71 1.96 0.5397
N -0.80 -0.09 0.85 -0.8505
O -0.72 -1.75 2.41 -0.6415
H 0.49 -0.06 2.38 0.0923
H -0.15 0.18 0.09 0.4515
H -1.55 -0.57 0.36 0.3645
O 0.25 1.64 -1.26 -0.7703
C 0.71 0.78 -2.02 0.6135
O 1.04 -0.40 -1.70 -0.8087
H 1.03 0.97 -3.08 0.0094
```

Summary:
charge: -1
energy above the lowest of the compared OMol25 structures with the same formula, charge and spin: 0.523 eV
HOMO-LUMO gap: 8.72 eV
maximum force: 2.4 eV/Å
HOMO level: -4.5 eV
LUMO: 0.1542 hartree

=====

Entry 3:
Computed, not measured: a cluster of 2 separate species, C2H4NO3P in total at a distorted geometry, with the ωB97M-V functional and the def2-TZVPD basis.

```
11
Properties=species:S:1:pos:R:3:nbo_charge:R:1
C -1.28 -0.71 -0.32 -0.3390
C -0.01 -1.49 0.17 -0.5209
N 0.02 -0.45 -0.88 -0.1203
O 0.19 -0.51 -2.27 -0.8234
O 2.64 2.30 1.35 -1.1942
O 0.34 2.59 1.98 -1.1933
P 1.36 1.57 1.57 1.3997
H -1.98 -1.11 -1.15 0.1459
H -1.94 -0.12 0.39 0.1676
H 0.25 -2.43 -0.24 0.1269
H 0.42 0.38 -0.60 0.3509
```

Summary:
charge: -2
energy above the lowest of the compared OMol25 structures with the same formula, charge and spin: 5.189 eV
HOMO-LUMO gap: 6.47 eV
maximum force: 3.3 eV/Å
HOMO level: 0.8 eV
LUMO: 0.2673 hartree

=====

Entry 4:
Computed, not measured: the molecule C2H4NOP at a distorted geometry, with the ωB97M-V functional and the def2-TZVPD basis.

```
9
Properties=species:S:1:pos:R:3:nbo_charge:R:1
N 3.29 0.73 0.16 -0.2541
C 2.38 0.09 -0.09 0.2197
C 1.22 -0.78 -0.11 -0.1452
O -0.20 -0.14 0.28 -0.8206
P -0.66 1.41 -0.11 0.6254
H 0.99 -1.25 -1.17 0.2438
H 1.37 -1.51 0.62 0.2388
H -2.12 1.26 -0.35 -0.0509
H -1.19 1.89 1.19 -0.0569
```

Summary:
charge: 0
energy above the lowest of the compared OMol25 structures with the same formula, charge and spin: 1.658 eV
HOMO-LUMO gap: 10.14 eV
maximum force: 5.0 eV/Å
structure (SMILES): N#CCOP
HOMO level: -9.8 eV
LUMO: 0.0134 hartree

=====

Entry 5:
Computed, not measured: the molecule C2H4NOP at a distorted geometry, with the ωB97M-V functional and the def2-TZVPD basis.

```
9
Properties=species:S:1:pos:R:3:nbo_charge:R:1
C 0.54 0.16 -0.02 0.4768
C 0.56 -0.33 1.17 -0.5584
N 0.31 0.38 -1.20 -0.6888
O -1.57 -0.90 -3.00 -1.0735
P -1.63 0.33 -2.20 1.1429
H 0.57 0.26 1.99 0.2445
H 0.77 -1.38 1.16 0.2631
H 1.12 0.42 -1.79 0.4063
H -1.83 -0.26 -0.69 -0.2129
```

Summary:
charge: 0
energy above the lowest of the compared OMol25 structures with the same formula, charge and spin: 2.084 eV
HOMO-LUMO gap: 8.81 eV
maximum force: 2.9 eV/Å
HOMO level: -8.4 eV
LUMO: 0.0158 hartree

=====

Entry 6:
Computed, not measured: a cluster of 2 separate species, C2H4NOS2 in total at a distorted geometry, with the ωB97M-V functional and the def2-TZVPD basis.

```
10
Properties=species:S:1:pos:R:3:nbo_charge:R:1
C -1.81 -2.34 -0.54 0.4361
C -0.09 0.37 0.66 -0.8185
N -0.27 0.42 -2.19 -1.2378
O -0.88 -2.70 -1.16 -0.5010
S -3.11 -2.36 0.33 -0.1011
S -1.19 0.58 -0.89 0.3494
H -0.41 -0.51 1.20 0.1820
H -0.19 1.25 1.29 0.1838
H 0.93 0.26 0.32 0.2073
H 0.01 -0.56 -2.32 0.2998
```

Summary:
charge: -1
energy above the lowest of the compared OMol25 structures with the same formula, charge and spin: 1.428 eV
HOMO-LUMO gap: 5.01 eV
maximum force: 2.1 eV/Å
HOMO level: -1.9 eV
LUMO: 0.1128 hartree

=====

Entry 7:
Computed, not measured: a cluster of 2 separate species, C2H4NP in total at a distorted geometry, with the ωB97M-V functional and the def2-TZVPD basis.

```
8
Properties=species:S:1:pos:R:3:nbo_charge:R:1
C -1.12 -0.91 0.27 -0.1109
C 0.88 0.81 -0.10 -0.9149
N -1.82 -0.29 -0.52 -0.5196
P -0.80 0.76 0.78 0.7587
H -0.59 -2.66 0.44 0.1013
H 0.64 0.20 -0.93 0.2333
H 1.62 0.36 0.45 0.2296
H 1.19 1.74 -0.39 0.2224
```

Summary:
charge: 0
energy above the lowest of the compared OMol25 structures with the same formula, charge and spin: 3.865 eV
HOMO-LUMO gap: 8.13 eV
maximum force: 3.8 eV/Å
HOMO level: -9.1 eV
LUMO: -0.0345 hartree

=====

Entry 8:
Computed, not measured: a structure of composition C2H4NP at a distorted geometry, with the ωB97M-V functional and the def2-TZVPD basis.

```
8
Properties=species:S:1:pos:R:3:nbo_charge:R:1
C 0.59 -0.07 0.75 -0.6631
C -0.60 -0.66 0.14 -0.3166
N -0.53 0.63 -1.31 -0.9318
P -0.96 1.08 0.28 0.8830
H 0.64 -0.30 1.85 0.2315
H 1.39 0.17 0.06 0.2204
H -0.91 -1.63 -0.19 0.2399
H 0.37 0.77 -1.58 0.3368
```

Summary:
charge: 0
energy above the lowest of the compared OMol25 structures with the same formula, charge and spin: 2.675 eV
HOMO-LUMO gap: 9.90 eV
maximum force: 5.7 eV/Å
HOMO level: -9.1 eV
LUMO: 0.0303 hartree